Density functional theory data (ωB97M-V with the def2-TZVPD basis set) for 7 unconnected molecules or ions with the total composition C43H84NO9PS7.

```
145
Properties=species:S:1:pos:R:3:forces:R:3:mulliken_charge:R:1
C 2.67262 -3.24430 3.68015 0.02 -0.11 0.46 -0.5965
C 1.61079 -3.00838 4.92103 0.03 0.68 0.30 -0.3792
C 0.11570 -2.51859 4.45065 0.14 -0.83 0.36 -0.1079
C -0.85743 -2.50038 5.77586 -0.07 0.28 0.29 -0.7405
C -2.32239 -1.81751 5.46888 0.03 0.52 -0.63 -0.3028
C -2.73686 -1.79575 3.87407 -0.59 -0.44 0.31 0.4499
C -4.33678 -1.44378 3.71699 0.33 0.22 -0.77 -0.0347
C -4.74143 0.01407 4.36998 -0.88 -0.43 -0.15 -0.7636
C -4.35858 1.28233 3.35975 0.34 -0.34 1.54 0.2270
C -3.03653 2.02067 4.06544 -1.16 0.65 -0.45 -0.3762
C -2.13029 2.86397 2.99068 0.53 -0.04 0.76 -0.8221
C -1.17319 1.95251 2.02037 0.76 1.04 0.11 -0.1162
C -0.76711 2.92490 0.72719 -0.08 -1.94 -1.38 -0.5045
C -1.50359 2.28077 -0.62022 -1.65 -1.02 -1.94 0.0549
C -3.12913 1.95895 -0.45154 1.99 -1.26 -4.93 -0.1307
C -3.87605 1.29469 -1.75124 2.22 0.41 -0.12 0.2789
C -5.48718 0.88087 -1.68568 0.41 0.51 0.07 -0.7917
C -5.79437 -0.57226 -2.37894 -1.92 0.66 0.14 -0.7344
P -4.89190 -2.05821 -1.58233 5.20 -0.32 1.34 0.7532
O -3.33233 -1.85290 -1.37149 -5.37 -0.43 -0.95 -0.6671
O -5.55885 -2.33386 0.03452 0.51 -0.96 -3.89 -0.0689
C -5.40759 -3.74185 0.43226 -0.37 -1.92 1.91 -0.0372
C -3.91530 -4.15923 0.96726 0.39 -0.48 0.27 -0.6157
O -5.11194 -3.41902 -2.65681 0.85 2.33 1.58 -0.4266
C -3.86411 -3.79710 -3.33738 1.52 -1.96 -1.46 -0.2718
C -2.92882 -4.85999 -2.44674 -0.64 1.02 0.98 -0.6577
C -3.12716 0.93813 -3.19960 2.85 2.02 3.59 -0.4700
C -1.52683 1.27478 -3.30702 -1.42 0.56 3.50 0.2849
C -0.68594 1.93832 -2.02332 -4.33 -0.76 1.15 -0.5234
N 0.79920 2.22209 -2.06857 -1.19 -1.57 -2.54 0.1580
C 1.59252 1.05012 -2.64293 2.74 -3.20 -0.55 -0.1282
C 2.94107 0.56680 -1.79568 -1.21 -2.05 -3.57 -0.3221
C 3.86951 -0.69073 -2.37989 -4.20 1.91 -2.16 -0.5722
C 3.40753 -1.41195 -3.78959 -1.40 2.18 1.28 -0.1613
C 2.05996 -0.96235 -4.67040 0.98 2.10 4.19 -0.4437
C 1.16039 0.26147 -4.05322 2.84 -0.72 2.34 0.4204
S -0.44932 0.92152 -4.84472 0.50 -0.48 2.55 -0.2695
H 3.48370 -2.36921 3.65405 -1.97 -2.14 -0.17 -0.0687
H 3.25489 -4.26989 3.84565 -1.26 2.26 -0.49 0.2408
H 2.07470 -3.28960 2.66307 1.39 0.10 2.02 0.2695
H 2.05625 -2.16604 5.62862 -0.94 -1.74 -1.36 0.2344
H 1.48085 -3.96978 5.60304 0.28 1.90 -1.56 0.2696
H 0.11678 -1.48996 3.85335 0.14 -2.14 1.49 0.0371
H -0.30304 -3.33826 3.71284 0.81 1.67 1.38 0.2020
H -0.96351 -3.60272 6.21057 0.16 2.26 -1.14 0.2510
H -0.36864 -1.87294 6.66489 -0.84 -1.33 -2.01 0.2771
H -2.24462 -0.67948 5.80049 -0.37 -2.49 -0.42 0.0009
H -3.21192 -2.37095 6.03277 2.00 1.31 -0.99 0.2454
H -2.11958 -1.00752 3.23841 -1.16 -1.71 1.44 -0.3938
H -2.54056 -2.88266 3.44857 -0.42 2.34 0.66 0.0452
H -4.56527 -1.36381 2.55239 0.41 -0.22 2.38 -0.2764
H -5.01425 -2.32965 4.11183 1.46 1.86 -0.52 0.3962
H -4.25472 0.19524 5.44133 -0.98 -0.47 -2.39 0.3542
H -5.91588 -0.03215 4.56543 2.44 0.25 -0.52 0.2868
H -4.12344 0.90984 2.26129 -0.56 0.71 2.32 -0.3055
H -5.28098 2.02155 3.39313 2.03 -1.39 -0.42 0.3047
H -2.44654 1.22076 4.69043 -0.84 1.60 -1.50 -0.0538
H -3.50093 2.78470 4.84895 1.11 -1.57 -1.54 0.2756
H -2.79013 3.60214 2.32468 1.19 -1.77 1.49 0.3072
H -1.40615 3.55632 3.62435 -1.47 -1.28 -1.38 0.3172
H -0.13122 1.71400 2.55158 -2.46 0.40 -0.87 0.3029
H -1.65303 0.93137 1.69518 0.83 2.15 0.49 0.0919
H -1.13321 4.02661 0.88644 0.86 -2.15 -0.32 0.3812
H 0.39517 2.83208 0.52439 -2.48 0.55 0.41 0.0821
H -3.73809 2.18299 0.53390 1.51 -0.51 -2.30 0.2276
H -6.13041 1.68304 -2.28874 1.48 -1.74 1.19 0.3477
H -5.91969 0.90659 -0.58264 1.23 -0.13 -2.21 0.2373
H -6.96219 -0.76890 -2.23221 2.43 0.33 -0.36 0.4081
H -5.63753 -0.46190 -3.53940 0.02 -0.76 2.40 0.3763
H -5.75973 -4.52171 -0.38263 0.77 1.95 1.33 0.4181
H -6.14730 -3.90437 1.35510 1.50 0.57 -2.12 -0.1522
H -3.06202 -3.40028 0.71223 -1.86 -1.30 0.20 0.1064
H -3.89480 -4.28331 2.15449 -0.25 0.20 -2.66 0.2514
H -3.64547 -5.20127 0.46516 -0.46 2.20 1.23 0.2566
H -3.24071 -2.89342 -3.76262 -1.32 -1.64 1.31 0.2231
H -4.19100 -4.43085 -4.29490 0.31 1.48 2.11 0.2830
H -2.14077 -5.41310 -3.11443 -1.72 1.02 1.20 0.3622
H -3.67609 -5.60194 -1.88777 1.67 1.36 -1.52 0.1536
H -2.36770 -4.28124 -1.57423 -1.16 -1.12 -2.06 0.1304
H -3.72422 0.46892 -4.08986 1.46 1.03 1.95 0.1610
H 0.90726 2.98260 -2.79769 -0.03 -0.76 1.01 0.3223
H 3.25730 1.10641 -0.78857 -0.82 -1.12 -2.42 0.4108
H 4.80428 -0.98815 -1.73482 -2.06 0.43 -1.66 0.3163
H 4.05433 -2.32385 -4.20304 -1.68 2.31 0.90 0.2508
H 1.75472 -1.51993 -5.66802 0.76 1.37 2.41 0.2293
C 4.13374 3.85340 -2.27979 0.03 -0.14 0.05 -0.9026
S 5.38669 3.43884 -1.04242 -0.21 0.40 -0.21 0.4078
O 4.72019 2.60692 0.01280 -0.01 0.28 -0.14 -0.5735
C 5.55681 5.11603 -0.38543 -0.06 -0.20 0.22 -0.9915
H 3.84127 2.93767 -2.79872 0.08 0.09 0.11 0.1866
H 3.25803 4.28957 -1.79323 0.12 -0.06 0.00 0.3449
H 4.55280 4.55912 -3.00086 0.00 -0.06 0.13 0.4499
H 4.59194 5.47272 -0.01779 -0.01 -0.13 -0.09 0.3535
H 5.92804 5.77923 -1.17012 0.03 -0.13 0.06 0.3663
H 6.27342 5.09536 0.43898 -0.10 -0.02 -0.25 0.3370
C 9.73996 7.35590 2.71882 -0.05 0.00 0.11 -0.9635
S 9.33475 6.84714 1.03067 -0.31 -0.15 0.11 0.4462
O 7.87782 6.49154 1.00449 0.77 0.14 0.16 -0.5630
C 10.27127 5.29976 1.07626 -0.03 -0.11 0.01 -0.9122
H 9.22583 8.29603 2.93145 0.03 -0.13 -0.15 0.3103
H 9.40930 6.59361 3.42835 -0.02 0.02 -0.13 0.3064
H 10.81859 7.50643 2.80535 -0.08 -0.01 -0.08 0.3818
H 9.90719 4.66671 1.88870 -0.05 0.11 -0.05 0.2915
H 11.33197 5.51942 1.21796 -0.09 0.05 -0.03 0.3752
H 10.13368 4.78203 0.12409 -0.05 0.16 0.10 0.3066
C 1.85837 6.32475 -6.54617 0.04 0.13 0.07 -1.0266
S 1.97121 4.67543 -5.81139 0.05 0.00 0.22 0.5562
O 2.16571 4.85219 -4.33467 -0.01 0.00 -0.57 -0.5676
C 3.58194 4.26638 -6.52675 0.11 -0.01 0.08 -1.0062
H 0.93394 6.79541 -6.20366 0.10 -0.17 0.01 0.3276
H 2.71136 6.93204 -6.23400 -0.04 -0.11 0.03 0.2937
H 1.83778 6.23824 -7.63506 -0.01 -0.07 0.10 0.3868
H 4.32653 5.00273 -6.21572 -0.11 0.00 0.03 0.3147
H 3.50339 4.24903 -7.61622 -0.07 0.00 0.09 0.4235
H 3.87954 3.27746 -6.17028 -0.16 0.10 0.01 0.3070
C 5.88032 -0.08024 4.89314 0.08 -0.11 0.11 -0.9286
S 4.95548 -0.18787 3.34203 0.41 -0.01 -0.28 0.5407
O 5.42106 -1.41982 2.62418 -0.02 0.57 0.36 -0.6180
C 5.75193 1.23346 2.55527 -0.02 -0.18 -0.05 -0.6338
H 5.57238 -0.90537 5.53947 -0.03 0.07 -0.14 0.3112
H 6.95220 -0.15574 4.69508 -0.10 -0.02 -0.08 0.3013
H 5.65578 0.86830 5.38654 -0.04 -0.06 -0.08 0.3353
H 6.83162 1.07538 2.50393 -0.06 -0.13 0.09 0.3695
H 5.53168 2.13778 3.12720 -0.08 -0.08 -0.04 0.3691
H 5.35287 1.33963 1.54379 0.00 -0.01 0.22 0.0271
C -9.52535 -2.69758 1.79631 0.02 0.01 -0.12 -0.8276
S -9.09803 -3.60068 3.30451 0.33 -0.25 -0.17 0.4970
O -7.88208 -4.42664 3.00610 -0.62 0.34 0.02 -0.5965
C -10.52926 -4.70688 3.26696 -0.03 -0.12 -0.04 -0.9821
H -8.74035 -1.96484 1.59565 -0.02 -0.14 0.13 0.1612
H -9.59849 -3.38997 0.95423 0.05 -0.02 0.12 0.3055
H -10.47606 -2.17855 1.93903 0.07 -0.05 0.07 0.4310
H -10.53922 -5.27304 2.33277 0.09 0.08 0.05 0.3006
H -11.44614 -4.12035 3.36028 0.11 0.01 0.02 0.3653
H -10.45587 -5.39891 4.10918 0.09 0.16 -0.09 0.3224
C 3.98329 -5.55659 -7.80329 0.11 -0.06 0.01 -0.9957
S 3.09253 -4.15291 -7.08979 0.27 0.05 0.35 0.4822
O 4.02754 -3.45935 -6.14401 -0.40 -0.49 -0.47 -0.5770
C 1.95213 -5.14592 -6.09633 -0.01 -0.03 0.11 -0.9008
H 4.78231 -5.17299 -8.44189 -0.15 0.06 0.11 0.3269
H 4.41694 -6.16733 -7.00780 -0.07 0.12 0.00 0.3107
H 3.29656 -6.15656 -8.40497 0.00 0.10 0.05 0.3768
H 2.51326 -5.78219 -5.40811 0.04 0.10 -0.07 0.3210
H 1.33370 -5.75961 -6.75537 0.07 0.09 -0.01 0.3766
H 1.31102 -4.47090 -5.52455 0.14 0.01 -0.11 0.2759
```
Forces are in eV/Å.

Results
E_LUMO in eV: 0.51
Net charge: 0
Max |F| in eV/A: 5.47